(w)
Here is a single C15H19N3O2 molecule from the Open Molecules 2025 dataset. Energies are from the ωB97M-V functional and the def2-TZVPD basis.

The SMILES is COc1ccc(CCC(=O)NCc2cnn(C)c2)cc1.

Structure (ORCA input):
```
! RIJCOSX wB97M-V def2-TZVPD def2/J DEFGRID3
* xyz 0 1
C 3.40907 0.79129 3.13638
O 2.03943 0.60600 3.39528
C 1.38049 -0.38753 2.73166
C 1.94289 -1.21295 1.76542
C 1.16997 -2.18643 1.15459
C -0.16404 -2.36510 1.48657
C -1.00734 -3.38274 0.77337
C -1.85468 -2.72260 -0.33038
C -0.93960 -2.03053 -1.32704
O -0.48839 -2.58228 -2.30843
N -0.64729 -0.75285 -0.99991
C 0.25521 0.07314 -1.77673
C -0.42906 1.30767 -2.25972
C -1.45055 1.39739 -3.22196
N -1.84457 2.64524 -3.37781
N -1.11152 3.37389 -2.54411
C -1.28370 4.79562 -2.47384
C -0.24728 2.61137 -1.84466
C -0.71782 -1.53465 2.45665
C 0.03803 -0.55969 3.07165
H 3.58856 1.07665 2.09432
H 3.98809 -0.10779 3.37076
H 3.72567 1.60283 3.78981
H 2.97789 -1.11084 1.47900
H 1.61813 -2.81526 0.39918
H -1.67667 -3.87834 1.48018
H -0.36760 -4.13799 0.31463
H -2.54955 -2.00541 0.10917
H -2.41896 -3.49165 -0.85839
H -1.02372 -0.35425 -0.15470
H 0.57735 -0.54469 -2.61980
H 1.12676 0.33916 -1.16707
H -1.89484 0.60583 -3.79059
H -1.56101 5.10210 -1.46335
H -2.07969 5.06443 -3.16495
H -0.36529 5.31121 -2.76187
H 0.42646 3.03378 -1.12611
H -1.75472 -1.65777 2.73633
H -0.38612 0.08375 3.82647
*
```

(x)
Here is a single C15H19N3O2 molecule from the Open Molecules 2025 dataset. Energies are from the ωB97M-V functional and the def2-TZVPD basis.

The SMILES is O=C1CN(CC(=O)N2CCCCC2)Nc2ccccc21.

Structure (ORCA input):
```
! RIJCOSX wB97M-V def2-TZVPD def2/J DEFGRID3
* xyz 0 1
O -2.51137 -2.29883 2.49274
C -2.02450 -2.03395 1.39979
C -2.17416 -0.61430 0.81856
N -1.34257 -0.35664 -0.38137
C -1.57339 0.92370 -1.12370
C -1.08656 2.18870 -0.35093
O -1.93723 3.03220 -0.08513
N 0.21988 2.43125 0.06133
C 0.52720 3.61923 0.86636
C 1.88753 4.18749 0.47594
C 2.99852 3.13627 0.36229
C 2.56195 2.08087 -0.63262
C 1.28870 1.41965 -0.15502
N -1.05071 -1.54505 -1.18632
C -0.90387 -2.81607 -0.64440
C -0.28499 -3.82911 -1.39765
C -0.06810 -5.09260 -0.82828
C -0.54691 -5.39040 0.42816
C -1.19046 -4.40239 1.17418
C -1.37443 -3.10623 0.64480
H -3.22698 -0.54044 0.52122
H -1.94321 0.10938 1.61205
H -1.03886 0.88637 -2.07204
H -2.61719 1.04410 -1.37703
H -0.21712 4.35810 0.71836
H 0.58854 3.35097 1.94237
H 1.81254 4.72398 -0.48345
H 2.23641 4.92898 1.19200
H 3.13180 2.63561 1.33778
H 3.94749 3.59103 0.12523
H 3.36351 1.28802 -0.73523
H 2.39675 2.50220 -1.63890
H 1.45523 0.88872 0.75980
H 1.03057 0.67515 -0.91811
H -0.66672 -1.39707 -2.11841
H -0.00012 -3.64433 -2.44024
H 0.33174 -5.90246 -1.39922
H -0.37836 -6.35904 0.87523
H -1.62054 -4.67304 2.15989
*
```

Most stable to least stable: (w), (x)

(w)
Here is 2 unconnected molecules or ions with the total composition C4H7ClN2 from the Open Molecules 2025 dataset. Energies are from the ωB97M-V functional and the def2-TZVPD basis.

The SMILES is [H]/N=C\C.N=C=CCl.

Structure (ORCA input):
```
! RIJCOSX wB97M-V def2-TZVPD def2/J DEFGRID3
* xyz 0 1
H 1.60696 1.26978 -0.94972
N 1.46101 0.35032 -0.67506
C 0.44964 -0.29561 -1.01304
C -0.83433 0.23685 -1.59896
H 0.62445 -1.43274 -0.93105
H -0.83122 0.20815 -2.62810
H -1.04616 1.21301 -1.45046
H -1.74848 -0.35504 -1.08986
N 1.58541 0.10351 1.95226
C 0.46220 -0.28012 1.97617
C -0.81932 -0.57498 1.67210
Cl -1.85530 0.86219 1.73135
H 2.10564 0.21193 1.14297
H -1.16051 -1.51726 1.86138
*
```

(x)
Here is a single C4H7ClN2 molecule from the Open Molecules 2025 dataset. Energies are from the ωB97M-V functional and the def2-TZVPD basis.

The SMILES is [H]/N=C(\NCl)C(=C)C.

Structure (ORCA input):
```
! RIJCOSX wB97M-V def2-TZVPD def2/J DEFGRID3
* xyz 0 1
H -2.47405 -1.05251 -0.45567
N -1.43281 -1.01575 -0.71299
C -0.89116 -0.14522 0.03248
N -1.42858 0.60454 1.05931
Cl -3.10390 0.43926 1.67123
C 0.58856 0.16450 -0.18736
C 1.11422 1.41275 -0.10162
C 1.34766 -1.13478 -0.67115
H -0.63155 0.94549 1.56687
H 2.10662 1.78189 -0.05334
H 0.29679 2.21360 0.09406
H 1.73236 -1.57562 0.26627
H 0.65488 -1.86541 -1.10181
H 2.12096 -0.77274 -1.40627
*
```

(y)
Here is 2 unconnected molecules or ions with the total composition C4H7ClN2 from the Open Molecules 2025 dataset. Energies are from the ωB97M-V functional and the def2-TZVPD basis.

The SMILES is N=C=NCl.C=CC.

Structure (ORCA input):
```
! RIJCOSX wB97M-V def2-TZVPD def2/J DEFGRID3
* xyz 0 1
N 2.18539 2.02204 -1.25780
C 2.48832 1.13817 -0.48083
N 2.87653 0.38091 0.36516
Cl 2.84855 -1.36435 0.84758
H 1.55458 2.82142 -1.12599
C -1.18531 -0.39845 -1.17012
C -0.83986 -0.32453 0.09136
C -1.71606 -0.85743 1.23401
H -0.38582 -0.11042 -1.99459
H -2.15867 -0.75446 -1.41090
H 0.16614 0.04841 0.38197
H -1.18153 -1.10699 2.08541
H -2.46330 -1.54944 0.83563
H -2.18896 0.05512 1.59911
*
```

(z)
Here is a single C4H7ClN2 molecule from the Open Molecules 2025 dataset. Energies are from the ωB97M-V functional and the def2-TZVPD basis.

The SMILES is C[C@@H]1C=CN(Cl)N1.

Structure (ORCA input):
```
! RIJCOSX wB97M-V def2-TZVPD def2/J DEFGRID3
* xyz 0 1
C 1.42488 1.07718 -0.41351
C 0.60110 0.14401 0.41585
C 0.22738 -1.04338 -0.35291
C -1.07528 -1.38207 -0.24470
N -1.81461 -0.49023 0.58618
Cl -3.09929 0.20150 -0.27084
N -0.68012 0.75681 0.66138
H 2.23451 0.69016 -1.10146
H 1.90836 1.81381 0.28613
H 0.55936 1.62708 -1.03114
H 1.18611 -0.25511 1.19895
H 0.97892 -1.77839 -0.71839
H -1.47692 -2.38965 -0.68619
H -0.97442 1.02827 1.67063
*
```

Most stable to least stable: (x), (w), (y), (z)

(w)
Here is a single C7H16 molecule from the Open Molecules 2025 dataset. Energies are from the ωB97M-V functional and the def2-TZVPD basis.

The SMILES is CC[C@@H](C)C(C)C.

Structure (ORCA input):
```
! RIJCOSX wB97M-V def2-TZVPD def2/J DEFGRID3
* xyz 0 1
C 2.36445 0.08025 -0.90672
C 1.63625 0.05643 0.43757
C 0.23873 -0.59215 0.41524
C -0.34405 -0.61343 1.83393
C -0.71749 0.03505 -0.63116
C -0.98270 1.52742 -0.40511
C -2.04044 -0.73233 -0.73640
H 2.40675 -0.92115 -1.35160
H 3.39520 0.43401 -0.79301
H 1.87311 0.74070 -1.62899
H 2.25149 -0.49390 1.16313
H 1.56130 1.07894 0.83321
H 0.38125 -1.64054 0.10582
H 0.34368 -1.11182 2.52754
H -0.51010 0.40089 2.21648
H -1.29836 -1.14854 1.88238
H -0.21998 -0.06327 -1.60620
H -1.62635 1.93002 -1.19626
H -1.49270 1.70584 0.54885
H -0.05880 2.11648 -0.40470
H -2.62837 -0.38210 -1.59304
H -1.87219 -1.80791 -0.86808
H -2.66069 -0.59889 0.15711
*
```

(x)
Here is 2 unconnected molecules or ions with the total composition C7H16 from the Open Molecules 2025 dataset. Energies are from the ωB97M-V functional and the def2-TZVPD basis.

The SMILES is C=C(C)[C@H](C)CC.[H][H].

Structure (ORCA input):
```
! RIJCOSX wB97M-V def2-TZVPD def2/J DEFGRID3
* xyz 0 1
C -0.89992 1.60758 -0.11153
C -0.92287 0.27864 -0.00195
C -2.10611 -0.52209 -0.48462
C 0.18553 -0.53372 0.65271
C -0.20048 -0.85396 2.10462
C 1.58095 0.10085 0.60119
C 2.15003 0.26028 -0.80706
H -1.73441 2.14827 -0.55246
H -0.06175 2.20923 0.23113
H -2.84774 0.11130 -0.98044
H -1.78716 -1.29482 -1.19543
H -2.60190 -1.03778 0.34731
H 0.24453 -1.48892 0.10704
H 0.53321 -1.52748 2.56227
H -0.23839 0.06750 2.69754
H -1.18246 -1.33546 2.16874
H 2.25504 -0.53474 1.19099
H 1.56467 1.07190 1.11473
H 2.16971 -0.70346 -1.33087
H 3.17604 0.64274 -0.77629
H 1.54924 0.95087 -1.40723
H -0.40341 0.00609 -3.38845
H -0.42239 0.37717 -2.74194
*
```

Most stable to least stable: (w), (x)

(w)
Here is a single C2HClO2S molecule from the Open Molecules 2025 dataset. Energies are from the ωB97M-V functional and the def2-TZVPD basis.

Structure (ORCA input):
```
! RIJCOSX wB97M-V def2-TZVPD def2/J DEFGRID3
* xyz 0 1
C 0.28615 -0.28990 -0.08474
C -1.00879 0.41765 -0.09367
O -1.30583 1.53738 -0.25680
O 2.78902 -0.17996 0.08321
S 1.61504 0.63887 0.06195
Cl -2.39711 -0.78036 0.04099
H 0.02151 -1.34368 0.24907
*
```

(x)
Here is 2 unconnected molecules or ions with the total composition C2HClO2S from the Open Molecules 2025 dataset. Energies are from the ωB97M-V functional and the def2-TZVPD basis.

Structure (ORCA input):
```
! RIJCOSX wB97M-V def2-TZVPD def2/J DEFGRID3
* xyz 0 1
C 0.08539 0.74345 -0.45399
C -1.10805 -1.14183 1.12383
O -1.77532 -0.66060 1.91899
O 2.02443 1.51277 -1.67562
S 1.56262 0.35829 -0.88819
Cl -0.57983 -2.61955 0.60486
H -0.20925 1.80746 -0.62989
*
```

Most stable to least stable: (w), (x)

(w)
Here is a single C4H5PS molecule from the Open Molecules 2025 dataset. Energies are from the ωB97M-V functional and the def2-TZVPD basis.

Structure (ORCA input):
```
! RIJCOSX wB97M-V def2-TZVPD def2/J DEFGRID3
* xyz 0 1
C -0.04780 0.18924 -0.93699
C -0.26563 -0.00299 0.50117
C 0.54662 1.50699 -1.75012
C -0.09272 -1.27593 1.26170
P -0.99928 1.92263 -1.46433
S -0.96572 1.31685 1.10903
H 0.47900 -0.69224 -1.41779
H 1.58754 1.49269 -1.68320
H -0.19745 -0.95253 2.34344
H 0.89045 -1.65636 1.10240
H -0.93500 -1.84834 0.93469
*
```

(x)
Here is a single C4H5PS molecule from the Open Molecules 2025 dataset. Energies are from the ωB97M-V functional and the def2-TZVPD basis.

The SMILES is CC(=S)C1=PC1.

Structure (ORCA input):
```
! RIJCOSX wB97M-V def2-TZVPD def2/J DEFGRID3
* xyz 0 1
C -1.13623 1.46016 -0.24280
C -0.78152 0.06509 -0.15484
S -1.93782 -1.08802 0.13552
C 0.73603 -0.38201 0.05061
P 2.27871 0.08088 -0.07711
C 1.55331 -1.56371 0.25698
H -2.13699 1.46527 -0.55628
H -0.50299 2.09810 -0.80105
H -1.16326 1.96241 0.77887
H 1.54622 -1.92993 1.26233
H 1.54455 -2.16825 -0.65222
*
```

Most stable to least stable: (x), (w)

(w)
Here is a single C4H11N3O molecule from the Open Molecules 2025 dataset. Energies are from the ωB97M-V functional and the def2-TZVPD basis.

The SMILES is NCCNC(=O)CN.

Structure (ORCA input):
```
! RIJCOSX wB97M-V def2-TZVPD def2/J DEFGRID3
* xyz 0 1
N 0.54199 -2.31501 1.29078
C 0.71528 -1.24559 2.23370
C 0.28794 0.18567 1.68116
N 0.74811 0.40927 0.33699
C 0.07840 0.38123 -0.83501
O 0.66651 0.11422 -1.87420
C -1.35324 0.93185 -0.90173
N -1.53118 1.76951 -2.13942
H 0.19709 -2.01565 0.39986
H 0.52804 -3.29987 1.48287
H 0.15088 -1.40872 3.17432
H 1.76965 -1.18512 2.58548
H 0.95435 0.72020 2.37556
H -0.77170 0.29713 1.85960
H 1.75327 0.36118 0.35220
H -2.06021 0.13056 -1.13480
H -1.53832 1.57695 -0.04886
H -1.68040 1.04063 -2.83637
H -0.66720 2.17421 -2.49782
*
```

(x)
Here is a single C4H11N3O molecule from the Open Molecules 2025 dataset. Energies are from the ωB97M-V functional and the def2-TZVPD basis.

The SMILES is C[C@@H](N)CC(=O)NN.

Structure (ORCA input):
```
! RIJCOSX wB97M-V def2-TZVPD def2/J DEFGRID3
* xyz 0 1
C 2.27219 0.70088 0.51015
C 0.97725 -0.09368 0.43477
N -0.23060 0.75392 0.99996
C 0.52590 -0.37877 -0.97772
C -0.93177 0.43562 -0.95502
O -1.05674 1.46317 -1.59763
N -2.00938 -0.38011 -0.71131
N -1.86382 -1.51372 0.10748
H 3.08820 0.11008 0.09995
H 2.18128 1.61821 -0.07411
H 2.50751 0.96717 1.53924
H 1.00623 -0.98559 1.06355
H -0.34594 0.54788 1.98787
H -0.19413 1.75543 0.82876
H 1.13719 0.12488 -1.72277
H 0.38439 -1.43858 -1.16948
H -2.88739 -0.08192 -1.12369
H -2.36489 -2.30296 -0.28541
H -2.19550 -1.30192 1.04542
*
```

(y)
Here is 2 unconnected molecules or ions with the total composition C4H11N3O from the Open Molecules 2025 dataset. Energies are from the ωB97M-V functional and the def2-TZVPD basis.

The SMILES is NC(N)=O.C=CNC.

Structure (ORCA input):
```
! RIJCOSX wB97M-V def2-TZVPD def2/J DEFGRID3
* xyz 0 1
N -0.26768 1.89554 -0.06930
C -0.39128 2.74978 -1.12432
N -0.60664 2.14054 -2.40133
O -0.42030 3.94618 -0.95933
H -0.05107 0.90774 -0.08440
H -0.61601 2.21401 0.82125
H -1.31534 2.71675 -2.84459
H 0.21831 2.29027 -2.97286
C 0.52449 -1.39244 -1.05663
C 0.03864 -1.27945 0.18574
N 0.77467 -1.50890 1.34448
C 0.09024 -2.13449 2.46752
H 1.41883 -1.97411 -1.24232
H 0.03205 -0.93072 -1.90034
H -0.92651 -0.85160 0.43651
H 1.70329 -1.85946 1.14835
H 0.68141 -1.95201 3.36773
H -0.92211 -1.75294 2.52647
H 0.03503 -3.22469 2.35737
*
```

Most stable to least stable: (y), (w), (x)